Record 1
Density functional theory data (the ωB97M-V functional and the def2-TZVPD basis) for C34H30Cl2N4O5PRbS3Se2 as an isolated structure.

Each line ends with the Löwdin charge.
Atoms and positions in Å:
Rb -0.0377 -0.8792 -0.5088  0.7781
Cl -6.8759 -1.9823 -5.1652  0.5680
C -5.5971 -1.5790 -4.0248  -0.6855
C -5.9500 -1.1831 -2.7174  -0.1527
C -4.9794 -0.8579 -1.8201  -0.5740
Cl -5.4222 -0.3754 -0.2106  0.6972
C -3.5509 -0.8878 -2.1282  -0.4331
O -2.6859 -0.5753 -1.2948  -0.1487
C -3.2650 -1.3130 -3.4826  -0.1334
C -1.9056 -1.4242 -3.9588  -0.2368
O -0.8744 -1.1805 -3.3528  -0.0680
C -4.2871 -1.6440 -4.3910  -0.1043
H -6.9931 -1.1439 -2.4312  0.0944
H -1.8342 -1.7783 -5.0116  0.1182
H -4.0144 -1.9547 -5.3945  0.1024
Se -0.9345 -1.7846 3.4407  0.1704
P -1.4668 0.2752 3.7980  0.0142
Se -0.9075 1.9269 2.5499  0.1767
C -0.8517 0.6070 5.5061  -0.4226
C 0.3064 1.3537 5.6956  -0.1188
C 0.8388 1.5156 6.9725  -0.0976
C 0.2102 0.9423 8.0702  -0.1191
C -0.9488 0.1953 7.8863  -0.1030
C -1.4696 0.0200 6.6106  -0.1102
C -3.2892 0.3840 4.0171  -0.4182
C -3.8357 1.4148 4.7844  -0.1101
C -5.2120 1.5550 4.8970  -0.1019
C -6.0566 0.6770 4.2258  -0.1124
C -5.5171 -0.3367 3.4457  -0.1096
C -4.1367 -0.4861 3.3449  -0.1175
H 0.7800 1.8124 4.8334  0.0550
H 1.7450 2.0954 7.1078  0.0931
H 0.6252 1.0685 9.0655  0.0872
H -1.4418 -0.2591 8.7388  0.0907
H -2.3569 -0.5854 6.4628  0.1051
H -3.1729 2.1149 5.2799  0.1041
H -5.6269 2.3577 5.4968  0.0907
H -7.1331 0.7927 4.3001  0.0891
H -6.1719 -1.0099 2.9038  0.0886
H -3.7098 -1.2769 2.7398  0.0641
C 4.1759 3.7963 1.2630  -0.0337
C 3.5650 2.4593 1.5348  -0.3201
C 3.8284 1.4884 2.4720  -0.0053
C 2.9108 0.4402 2.2003  -0.3583
N 2.1366 0.7553 1.1767  0.0483
N 2.5563 1.9728 0.7880  0.0133
C 2.7540 -0.8602 2.9201  -0.0454
H 5.1510 3.8692 1.7421  0.0712
H 3.5455 4.6043 1.6427  0.0764
H 4.3043 3.9459 0.1890  0.0385
H 4.5828 1.5185 3.2439  0.0954
H 2.1326 2.4157 -0.0085  0.0974
H 3.7163 -1.1965 3.3141  0.0707
H 2.3538 -1.6165 2.2454  0.0527
H 2.0524 -0.7667 3.7511  0.0406
S 3.3289 2.9725 -2.4331  0.5451
C 2.5185 2.0331 -3.5403  -1.1645
N 2.3076 0.7272 -3.5116  -0.0348
C 1.6698 0.0948 -4.6630  -0.2317
C 0.8749 1.1899 -5.3551  -0.4271
S 1.7890 2.7239 -4.9984  0.8756
H 2.6695 0.1159 -2.7820  0.0919
H 1.0188 -0.7058 -4.3209  0.0910
H 2.4296 -0.3375 -5.3159  0.1160
H -0.1266 1.2773 -4.9375  0.0727
H 0.8155 1.0434 -6.4312  0.0714
O 5.1291 -1.6376 -3.4109  -0.3178
S 3.9577 -2.4617 -3.2518  0.6101
O 3.2963 -2.8650 -4.4714  -0.3240
N 2.9258 -1.8256 -2.1850  -0.0629
C 2.6942 -2.6381 -1.1343  -0.5345
O 1.8790 -2.4537 -0.2287  -0.1919
C 3.5675 -3.8707 -1.1674  -0.1301
C 3.6418 -4.8637 -0.2097  -0.0018
C 4.5166 -5.9211 -0.4331  -0.0812
C 5.2888 -5.9730 -1.5940  -0.0925
C 5.2112 -4.9667 -2.5498  -0.0467
C 4.3433 -3.9209 -2.3055  -0.2096
H 3.0299 -4.7930 0.6816  0.1223
H 4.6028 -6.7148 0.2992  0.0956
H 5.9635 -6.8064 -1.7513  0.0939
H 5.8114 -5.0011 -3.4510  0.1143

The value obtained for the HOMO energy is -0.0938 Ha. The calculation puts the energy above the lowest of the compared OMol25 structures with the same formula, charge and spin at 0.0 kcal per mole. The spin multiplicity is 1. The LUMO energy comes out at 3.7 eV. The value obtained for the gap between HOMO and LUMO is 6.28 eV. The charge is -2. The calculation puts the calculated total energy at -250136.96442 eV.

Record 2
Density functional theory data (the ωB97M-V functional and the def2-TZVPD basis) for C34H30ClF9O5PReS4Sb as an isolated structure.

Each line ends with the Löwdin charge.
Atoms and positions in Å:
Re 1.3600 1.4684 0.2550  0.7762
S 5.0614 0.3725 3.4030  -0.1411
Sb 3.8392 2.0786 2.5526  0.0005
S 1.4095 1.5201 2.5570  0.1939
S 3.6463 1.6830 0.1057  0.2043
S 4.1414 4.3066 2.8237  -0.1608
C 0.3998 1.7509 -3.0774  -0.0612
O 1.3722 2.0956 -2.0930  -0.3276
C 1.6764 3.4943 -2.0530  -0.1870
C 0.8017 4.2126 -1.0517  -0.1761
O 1.1896 3.7610 0.2424  -0.3744
C 0.5315 4.4741 1.3026  -0.0782
H 0.6981 2.1584 -4.0451  0.1023
H -0.5941 2.1240 -2.8157  0.1020
H 0.3727 0.6668 -3.1360  0.0797
H 1.5665 3.9364 -3.0448  0.1369
H 2.7155 3.5751 -1.7368  0.1037
H -0.2607 4.0007 -1.2206  0.1363
H 0.9683 5.2901 -1.1273  0.1443
H 0.6841 5.5438 1.1532  0.1047
H 0.9929 4.1716 2.2357  0.0369
H -0.5341 4.2372 1.3295  0.0887
C -5.5974 0.4630 -0.9401  -0.0268
C -5.3584 1.8616 -0.4357  -0.1931
C -5.9232 2.9505 -1.0902  -0.0678
C -5.7518 4.2346 -0.6013  -0.6715
Cl -6.4759 5.5686 -1.4417  0.6612
C -5.0237 4.4659 0.5540  -0.0971
C -4.4444 3.3906 1.2060  0.0134
C -4.6024 2.1046 0.7125  -0.2390
O -4.0131 1.0596 1.3947  -0.0370
C -2.8286 0.6055 0.7881  -0.0982
C -1.6180 1.5011 1.0967  -0.5838
O -1.5424 2.1236 2.1281  0.0564
O -0.7584 1.5414 0.0916  -0.2553
H -6.6239 0.3591 -1.2896  0.0855
H -5.4250 -0.2645 -0.1493  0.0841
H -4.9386 0.2216 -1.7783  0.0785
H -6.5125 2.7882 -1.9839  0.1147
H -4.9129 5.4703 0.9382  0.1067
H -3.8644 3.5240 2.1102  0.1255
H -2.9325 0.5207 -0.2965  0.1142
H -2.6175 -0.3835 1.2001  0.1340
F 6.4115 -4.7722 -1.9304  0.1395
C 6.5605 -3.4379 -1.7911  -0.5799
F 6.9379 -2.9493 -2.9841  0.1389
F 7.5776 -3.2440 -0.9338  0.1532
C 5.2909 -2.8049 -1.2934  -0.1051
C 4.7211 -1.7323 -1.9622  0.0130
C 3.5577 -1.1702 -1.4686  -0.1181
C 2.9647 -1.6724 -0.3119  -0.3568
C 3.5322 -2.7631 0.3376  -0.0553
C 4.7005 -3.3238 -0.1514  0.0162
P 1.3857 -0.9192 0.2054  0.9666
C 0.9869 -1.6888 1.8016  -0.3705
C 1.9266 -1.6080 2.8288  -0.1548
C 1.6028 -2.0329 4.1037  0.0181
C 0.3300 -2.5251 4.3554  -0.1027
C -0.6074 -2.6247 3.3383  0.0070
C -0.2771 -2.2082 2.0593  -0.0588
C -0.0400 -2.9964 5.7343  -0.5789
F 0.7553 -2.4749 6.6788  0.1475
F -1.3090 -2.6772 6.0448  0.1428
F 0.0594 -4.3424 5.8262  0.1389
C 0.2492 -1.7536 -0.9672  -0.3156
C -0.7713 -1.0472 -1.5946  -0.0929
C -1.6176 -1.6797 -2.4930  0.0096
C -1.4385 -3.0266 -2.7632  -0.1087
C -0.4237 -3.7437 -2.1433  0.0137
C 0.4196 -3.1088 -1.2494  -0.0440
C -2.3886 -3.7301 -3.6921  -0.5806
F -1.7991 -4.7444 -4.3433  0.1458
F -2.8964 -2.8941 -4.6164  0.1387
F -3.4319 -4.2462 -3.0095  0.1463
H 5.1822 -1.3387 -2.8571  0.1260
H 3.1026 -0.3312 -1.9810  0.0865
H 3.0715 -3.1740 1.2248  0.1088
H 5.1491 -4.1673 0.3566  0.1331
H 2.9174 -1.2083 2.6435  0.0313
H 2.3326 -1.9525 4.8979  0.1321
H -1.5943 -3.0147 3.5494  0.1285
H -1.0006 -2.3040 1.2587  0.1026
H -0.9140 -0.0038 -1.3583  0.0609
H -2.4073 -1.1268 -2.9848  0.1250
H -0.2907 -4.7933 -2.3689  0.1294
H 1.2091 -3.6715 -0.7682  0.1146

The value obtained for the HOMO energy (spin up / spin down) is -0.2964 / -0.2887 Ha. The calculation puts the energy above the lowest of the compared OMol25 structures with the same formula, charge and spin at 0.0 kcal per mole. The spin multiplicity is 2. The LUMO energy (spin up / spin down) comes out at -2.7 / -2.3 eV. The value obtained for the gap between HOMO and LUMO (spin up / spin down) is 5.33 / 5.60 eV. The charge is 0. The calculation puts the calculated total energy at -144262.35887 eV.

Record 3
Density functional theory data (the ωB97M-V functional and the def2-TZVPD basis) for C34H30ClN3O6Ta as an isolated structure.

Each line ends with the Löwdin charge.
Atoms and positions in Å:
Ta -8.2261 16.6058 3.8040  1.9363
N -7.8320 20.4622 5.4050  0.2684
C -8.1529 19.4810 4.6394  -0.4879
O -7.8895 18.3056 4.9789  -0.1344
C -8.7607 19.6655 3.3056  -0.1623
C -9.2384 18.3383 2.8042  -0.2270
H -7.3663 20.3459 6.3141  0.1685
H -8.1522 21.3533 5.1750  0.1182
H -7.9532 20.1077 2.6971  0.1412
H -9.5425 20.4514 3.3624  0.1393
H -8.9755 18.1782 1.7827  0.0510
H -10.3067 18.0991 2.9726  0.0773
O -11.1521 14.7323 1.7489  0.1747
C -10.5481 15.3202 2.5859  -0.5289
O -9.3123 15.7604 2.5088  -0.2078
C -11.1487 15.4898 3.9322  -0.1303
C -12.4747 14.9341 4.1375  0.0428
C -12.9345 15.0324 5.3765  -0.0037
C -12.2356 15.7117 6.3831  -0.1347
C -12.8337 15.9506 7.6555  0.0050
C -12.1103 16.6823 8.5626  -0.0679
C -10.8725 17.2447 8.3052  -0.0474
C -10.3284 17.1139 7.0335  0.0024
C -10.9852 16.3186 6.0979  -0.1925
N -10.4299 16.1057 4.8772  0.0998
H -12.9812 14.4752 3.3451  0.1133
H -13.9406 14.5676 5.6580  0.1603
H -13.8706 15.6884 7.8026  0.1201
H -12.4856 16.7725 9.5781  0.1193
H -10.4336 17.8196 9.0897  0.1093
H -9.3730 17.5400 6.8760  0.0843
C -5.3961 13.5189 0.4335  -0.0576
C -4.6219 13.8927 1.5346  -0.0790
C -4.9123 14.9401 2.3330  -0.0124
C -6.0716 15.6966 2.0716  -0.3307
C -6.8661 15.4208 0.9988  -0.0330
C -6.5007 14.3240 0.1608  -0.0419
N -6.5005 16.6629 2.9869  -0.1338
C -5.4755 17.6947 3.1858  -0.2645
C -4.8335 17.9299 4.3850  -0.0381
C -3.8545 18.9159 4.4593  -0.0785
C -3.5523 19.6948 3.3762  -0.0755
C -4.2349 19.5039 2.1762  -0.0672
C -5.1553 18.5033 2.0912  -0.0242
H -5.1127 12.7812 -0.3108  0.1110
H -3.7670 13.3293 1.8266  0.1044
H -4.3225 15.1928 3.1696  0.1088
H -7.6950 16.0705 0.7905  0.0990
H -7.1312 14.0964 -0.7431  0.1262
H -5.1400 17.3919 5.2717  0.1096
H -3.4013 18.9465 5.4225  0.1025
H -2.7836 20.5251 3.4680  0.1354
H -3.9951 20.1574 1.3825  0.1010
H -5.6952 18.2836 1.1659  0.1305
C -10.4813 12.7273 9.1231  -0.0302
C -9.6512 13.9249 9.5709  -0.1533
C -9.9487 14.6302 10.7486  -0.0647
C -9.1751 15.7142 11.0848  -0.6722
Cl -9.4607 16.4641 12.6329  0.6743
C -8.2075 16.1667 10.2064  -0.1006
C -7.9817 15.5707 8.9676  -0.0179
C -8.6717 14.4151 8.6926  -0.2257
O -8.4087 13.5992 7.6056  -0.0245
C -7.2608 13.8661 6.8033  -0.0596
C -7.6316 14.7996 5.6283  -0.4950
O -7.5478 16.0837 5.8315  -0.1403
O -8.1060 14.4194 4.5251  -0.0200
H -11.3768 12.4994 9.6914  0.0769
H -9.9455 11.7923 8.9355  0.0854
H -11.0079 12.8215 8.1578  0.0786
H -10.5702 14.2239 11.4947  0.1024
H -7.6967 17.0454 10.4907  0.0952
H -7.1894 15.9511 8.3303  0.1095
H -6.9741 12.8361 6.4908  0.1580
H -6.4342 14.3330 7.3240  0.1248

The value obtained for the HOMO energy is -0.3945 Ha. The calculation puts the energy above the lowest of the compared OMol25 structures with the same formula, charge and spin at 0.0 kcal per mole. The spin multiplicity is 1. The LUMO energy comes out at -3.4 eV. The value obtained for the gap between HOMO and LUMO is 7.37 eV. The charge is +1. The calculation puts the calculated total energy at -66572.55396 eV.